[1]
Entry from OMol25: C3H3NO2 as an isolated structure at a distorted geometry (the ωB97M-V functional and the def2-TZVPD basis).

Geometry as ORCA input:
```
! wB97M-V def2-TZVPD RIJCOSX def2/J DEFGRID3
* xyz 0 1
C -0.298 -1.613 0.038
C -0.206 -0.405 -0.272
C -0.048 1.570 -0.553
N 0.738 2.098 0.345
O 0.898 3.273 0.554
O 1.470 1.142 0.988
H -0.122 -2.565 0.224
H 0.970 0.335 0.775
H -1.049 1.946 -0.904
*
```

The calculation puts the frontier orbital gap at 9.71 eV. The value obtained for the HOMO energy is -9.942 eV. For the energy, the calculation gives -321.0368 a.u. The value obtained for the energy relative to the best compared isomer or geometry (same formula, charge and spin) is 9.2748 eV. The calculation puts the LUMO energy at -0.234 eV.

[2]
Entry from OMol25: C3H3NO2 as an isolated structure at a distorted geometry (the ωB97M-V functional and the def2-TZVPD basis).

Geometry as ORCA input:
```
! wB97M-V def2-TZVPD RIJCOSX def2/J DEFGRID3
* xyz 0 1
O 1.656 -0.107 -0.053
C 0.776 0.819 -0.325
C 0.739 2.026 -1.020
O -0.460 0.818 -0.144
C -1.572 -1.846 0.543
N -0.426 -1.942 0.566
H 1.179 -0.909 0.257
H 0.748 2.887 -0.343
H -2.639 -1.746 0.519
*
```

The calculation puts the frontier orbital gap at 9.53 eV. The value obtained for the HOMO energy is -9.095 eV. For the energy, the calculation gives -321.1995 a.u. The value obtained for the energy relative to the best compared isomer or geometry (same formula, charge and spin) is 4.8480 eV. The calculation puts the LUMO energy at 0.435 eV.

[3]
Entry from OMol25: one molecule with the formula C3H3NO2 at a distorted geometry (the ωB97M-V functional and the def2-TZVPD basis).

Geometry as ORCA input:
```
! wB97M-V def2-TZVPD RIJCOSX def2/J DEFGRID3
* xyz 0 1
C 0.263 -0.686 -0.235
C 0.249 0.781 -0.127
C -1.966 0.019 0.083
N 1.306 -0.084 0.614
O -1.135 -1.063 0.182
O -1.168 1.100 0.069
H 0.474 -1.038 -1.201
H 0.794 1.224 -0.985
H 1.183 -0.255 1.602
*
```

The calculation puts the frontier orbital gap at 10.74 eV. The value obtained for the HOMO energy is -9.936 eV. For the energy, the calculation gives -321.1844 a.u. The value obtained for the energy relative to the best compared isomer or geometry (same formula, charge and spin) is 5.2590 eV. The calculation puts the LUMO energy at 0.800 eV.

[4]
Entry from OMol25: one molecule with the formula C3H3NO2 at a distorted geometry (the ωB97M-V functional and the def2-TZVPD basis).

Geometry as ORCA input:
```
! wB97M-V def2-TZVPD RIJCOSX def2/J DEFGRID3
* xyz 0 1
C -0.922 -0.063 0.118
O -0.656 1.168 -0.595
C 0.714 1.037 -0.537
O 1.547 1.759 -0.977
C 0.584 -0.269 0.216
N 1.318 -1.171 0.686
H 0.584 -1.789 1.036
H -1.472 0.112 1.051
H -1.475 -0.783 -0.498
*
```

The calculation puts the frontier orbital gap at 10.74 eV. The value obtained for the HOMO energy is -10.909 eV. For the energy, the calculation gives -321.3062 a.u. The value obtained for the energy relative to the best compared isomer or geometry (same formula, charge and spin) is 1.9454 eV. The calculation puts the LUMO energy at -0.174 eV.

[5]
Entry from OMol25: C3H3NO2 as an isolated structure at a distorted geometry (the ωB97M-V functional and the def2-TZVPD basis).

Geometry as ORCA input:
```
! wB97M-V def2-TZVPD RIJCOSX def2/J DEFGRID3
* xyz 0 1
C 0.042 0.287 0.621
C -0.567 0.822 -0.636
C 0.819 -0.838 0.032
N -1.240 -0.058 0.995
O -1.744 0.300 -0.185
O 0.436 -1.957 -0.037
H 0.523 1.080 1.228
H -0.087 0.859 -1.635
H 1.819 -0.496 -0.383
*
```

The calculation puts the frontier orbital gap (alpha / beta) at 8.91 / 8.73 eV. The value obtained for the HOMO energy (alpha / beta) is -9.455 / -8.998 eV. For the energy, the calculation gives -321.1332 a.u. The value obtained for the energy relative to the best compared isomer or geometry (same formula, charge and spin) is 6.6530 eV. The calculation puts the LUMO energy (alpha / beta) at -0.541 / -0.269 eV.

[6]
Entry from OMol25: one molecule with the formula C3H3NO2 at a distorted geometry (the ωB97M-V functional and the def2-TZVPD basis).

Geometry as ORCA input:
```
! wB97M-V def2-TZVPD RIJCOSX def2/J DEFGRID3
* xyz 0 1
O -0.658 1.423 0.439
C -0.196 0.257 -0.029
C -1.008 -0.929 0.188
O -0.563 -2.052 0.031
C 1.205 0.028 -0.366
N 1.864 -0.808 -0.988
H -0.296 2.150 -0.093
H 1.721 0.660 0.391
H -2.068 -0.727 0.427
*
```

The calculation puts the frontier orbital gap (alpha / beta) at 8.10 / 8.11 eV. The value obtained for the HOMO energy (alpha / beta) is -9.638 / -8.873 eV. For the energy, the calculation gives -321.2082 a.u. The value obtained for the energy relative to the best compared isomer or geometry (same formula, charge and spin) is 4.6117 eV. The calculation puts the LUMO energy (alpha / beta) at -1.538 / -0.767 eV.

[7]
Entry from OMol25: one molecule with the formula C3H3NO2S at a distorted geometry (the ωB97M-V functional and the def2-TZVPD basis).

Geometry as ORCA input:
```
! wB97M-V def2-TZVPD RIJCOSX def2/J DEFGRID3
* xyz 0 1
C 0.533 -0.263 -0.314
C 0.361 -0.179 1.090
C -0.871 -0.617 -0.762
H 0.208 2.140 -0.221
H 1.164 -1.015 -0.683
H 1.200 0.284 1.783
N -0.896 -0.346 1.481
O -1.582 -0.699 0.366
O -1.189 -0.674 -1.880
S 1.071 1.368 -0.860
*
```

The calculation puts the frontier orbital gap at 9.95 eV. The value obtained for the HOMO energy is -9.888 eV. For the energy, the calculation gives -719.4573 a.u. The value obtained for the energy relative to the best compared isomer or geometry (same formula, charge and spin) is 3.3450 eV. The calculation puts the LUMO energy at 0.067 eV.

[8]
Entry from OMol25: one molecule with the formula C3H3NO2S at a distorted geometry (the ωB97M-V functional and the def2-TZVPD basis).

Geometry as ORCA input:
```
! wB97M-V def2-TZVPD RIJCOSX def2/J DEFGRID3
* xyz 0 1
C -1.717 0.540 0.479
C 0.475 0.491 -0.219
C 0.912 -0.991 0.066
N -0.591 0.966 0.130
O 1.299 1.164 -0.962
O 2.061 -1.350 -0.089
S -2.707 -0.490 -0.309
H -1.960 0.860 1.488
H 0.183 -1.704 0.503
H 2.046 0.513 -1.088
*
```

The calculation puts the frontier orbital gap at 7.75 eV. The value obtained for the HOMO energy is -8.778 eV. For the energy, the calculation gives -719.4790 a.u. The value obtained for the energy relative to the best compared isomer or geometry (same formula, charge and spin) is 2.7554 eV. The calculation puts the LUMO energy at -1.024 eV.

[9]
Entry from OMol25: one molecule with the formula C3H3NO3 at a distorted geometry (the ωB97M-V functional and the def2-TZVPD basis).

Geometry as ORCA input:
```
! wB97M-V def2-TZVPD RIJCOSX def2/J DEFGRID3
* xyz 0 1
C 0.896 0.161 0.191
C -0.860 0.141 0.826
N 1.141 -1.044 -0.360
C -1.348 0.853 -0.361
O 1.673 0.960 0.606
O -1.351 -0.587 1.631
O -0.580 0.831 -1.340
H 0.379 -1.600 -0.711
H 2.072 -1.424 -0.265
H -2.022 1.709 -0.218
*
```

The calculation puts the frontier orbital gap (alpha / beta) at 7.58 / 7.58 eV. The value obtained for the HOMO energy (alpha / beta) is -8.946 / -8.946 eV. For the energy, the calculation gives -396.5053 a.u. The value obtained for the energy relative to the best compared isomer or geometry (same formula, charge and spin) is 3.2410 eV. The calculation puts the LUMO energy (alpha / beta) at -1.371 / -1.370 eV.

[10]
Entry from OMol25: one molecule with the formula C3H3NO3 at a distorted geometry (the ωB97M-V functional and the def2-TZVPD basis).

Geometry as ORCA input:
```
! wB97M-V def2-TZVPD RIJCOSX def2/J DEFGRID3
* xyz 0 1
C 2.558 -0.234 -0.960
C -0.616 -0.285 0.092
C -1.714 0.618 0.818
H 3.352 -0.553 -1.559
H 2.777 0.889 -0.622
H -2.584 -0.140 1.406
N 1.366 -0.784 -1.004
O 0.740 0.181 -0.001
O -0.972 -1.343 -0.184
O -1.579 1.750 1.198
*
```

The calculation puts the frontier orbital gap at 9.87 eV. The value obtained for the HOMO energy is -10.170 eV. For the energy, the calculation gives -396.4385 a.u. The value obtained for the energy relative to the best compared isomer or geometry (same formula, charge and spin) is 5.0602 eV. The calculation puts the LUMO energy at -0.299 eV.